1.
ORCA calculation (ωB97M-V/def2-TZVPD) on a molecular structure, C25H25F5GeN4RuS3 at a distorted geometry.

Results
Maximum force (eV/Å): 1.2
Multiplicity: 6
Charge: +1
Frontier orbital gap (alpha / beta) (eV): 7.70 / 6.11
Energy above the lowest of the compared OMol25 structures with the same formula, charge and spin (kcal/mol): 0.0

XYZ file:
```
64
C25H25F5GeN4RuS3 ωB97M-V/def2-TZVPD
Ru 0.684 0.551 -0.356
S 2.598 -0.187 -1.798
C 2.930 1.209 -2.705
C 4.073 1.120 -3.553
N 4.989 1.023 -4.242
C 2.202 2.416 -2.694
S 0.830 2.708 -1.778
C 2.659 3.480 -3.537
N 3.030 4.335 -4.208
N 1.508 3.466 2.753
C 0.699 2.779 1.932
N 1.292 1.727 1.409
C 2.586 1.718 1.930
C 3.637 0.822 1.738
C 4.815 1.083 2.402
C 4.956 2.199 3.244
C 3.920 3.085 3.452
C 2.734 2.817 2.776
H 1.256 4.300 3.257
H -0.321 3.074 1.737
H 3.532 -0.043 1.096
H 5.653 0.412 2.276
H 5.900 2.364 3.743
H 4.029 3.940 4.104
C -5.009 0.521 -1.812
C -3.809 0.075 -0.986
C -3.727 -1.444 -0.885
C -2.595 -1.955 0.008
Ge -0.767 -1.619 -0.608
C 0.002 -2.905 -1.872
C -0.929 -3.341 -3.010
C -0.820 -2.464 -4.253
C -1.134 -0.992 -4.020
H -5.063 1.607 -1.883
H -5.941 0.168 -1.369
H -4.953 0.123 -2.827
H -3.871 0.500 0.021
H -2.894 0.477 -1.437
H -3.652 -1.877 -1.886
H -4.667 -1.818 -0.471
H -2.649 -3.043 0.110
H -2.708 -1.541 1.010
H -0.701 -0.090 -1.241
H 0.268 -3.755 -1.239
H 0.936 -2.507 -2.278
H -1.968 -3.377 -2.664
H -0.675 -4.366 -3.288
H -1.492 -2.866 -5.014
H 0.192 -2.552 -4.657
H -2.132 -0.852 -3.598
H -1.095 -0.436 -4.956
H -0.404 -0.527 -3.348
F -1.783 0.065 6.151
C -1.251 -0.351 5.015
C -0.415 -1.459 4.996
F -0.149 -2.106 6.118
C 0.144 -1.880 3.799
F 0.950 -2.935 3.812
C -0.112 -1.224 2.598
S 0.715 -1.813 1.149
C -0.955 -0.125 2.653
F -1.249 0.570 1.526
C -1.522 0.321 3.832
F -2.308 1.394 3.827
```

=====

2.
ORCA calculation (ωB97M-V/def2-TZVPD) on C4H8O3 in the gas phase at a distorted geometry.

Results
Maximum force (eV/Å): 2.3
Charge: 0
Frontier orbital gap (eV): 7.40
Energy above the lowest of the compared OMol25 structures with the same formula, charge and spin (kcal/mol): 97.5

XYZ file:
```
15
C4H8O3 ωB97M-V/def2-TZVPD
C 0.633 -0.126 -0.452
C -0.658 0.345 -0.903
C 1.514 0.746 0.360
C -1.372 0.046 0.623
O -2.392 -0.940 0.464
O 1.048 -1.309 -0.887
O -1.601 1.051 1.326
H -1.998 -1.737 0.077
H 1.908 -1.538 -0.499
H -0.431 -0.616 1.061
H -0.714 1.407 -1.132
H -1.103 -0.279 -1.674
H 2.287 0.183 0.887
H 1.996 1.463 -0.315
H 0.884 1.303 1.065
```

=====

3.
ORCA calculation (ωB97M-V/def2-TZVPD) on 2 unconnected molecules or ions with the total composition C7H10N2O2S at a distorted geometry.

Results
Maximum force (eV/Å): 3.5
Charge: 0
Frontier orbital gap (eV): 9.86
Energy above the lowest of the compared OMol25 structures with the same formula, charge and spin (kcal/mol): 69.6

XYZ file:
```
22
C7H10N2O2S ωB97M-V/def2-TZVPD
C 1.257 1.114 -3.065
C 0.272 0.183 -2.979
C 2.165 1.230 -2.117
C 0.288 -0.798 -1.999
C 2.086 0.540 -0.938
C 1.123 -0.477 -0.915
C 0.815 -1.249 0.349
N 0.719 -0.746 1.511
N -1.969 -1.214 2.819
O -1.537 1.181 2.059
O -3.655 0.614 3.282
S -2.018 0.426 3.231
H 1.274 1.925 -3.822
H -0.421 0.108 -3.818
H 2.823 2.059 -2.185
H -0.452 -1.528 -1.906
H 2.806 0.710 -0.182
H 0.827 -2.390 0.148
H -4.069 1.365 2.925
H 0.948 0.323 1.656
H -2.281 -1.910 3.610
H -1.001 -1.465 2.336
```